{"formula": "C14H26O2", "method": "ωB97M-V/def2-TZVPD", "species": ["C", "C", "C", "C", "C", "C", "O", "C", "C", "O", "C", "C", "C", "C", "C", "C", "H", "H", "H", "H", "H", "H", "H", "H", "H", "H", "H", "H", "H", "H", "H", "H", "H", "H", "H", "H", "H", "H", "H", "H", "H", "H"], "positions_angstrom": [[-2.392, 3.018, 0.830], [-2.264, 1.687, 0.069], [-2.241, 1.852, -1.455], [-2.551, 0.904, -2.440], [-3.246, -0.458, -2.238], [-2.327, -1.706, -1.888], [-1.763, -1.527, -0.583], [-0.644, -2.363, -0.264], [-0.466, -2.220, 1.244], [0.498, -2.013, -1.039], [0.791, -0.675, -1.294], [2.289, -0.255, -0.913], [2.700, -1.020, 0.333], [3.268, -0.648, 1.494], [3.894, 0.721, 1.806], [3.707, 1.279, 3.206], [-3.177, 3.699, 0.513], [-2.403, 2.867, 1.861], [-1.449, 3.502, 0.573], [-1.359, 1.107, 0.362], [-3.055, 1.006, 0.199], [-1.952, 2.883, -1.874], [-2.369, 1.337, -3.407], [-3.709, -0.722, -3.239], [-4.124, -0.324, -1.641], [-1.539, -1.868, -2.642], [-2.922, -2.619, -1.941], [-0.982, -3.395, -0.589], [-0.289, -1.177, 1.548], [-1.339, -2.540, 1.729], [0.336, -2.826, 1.555], [0.553, -0.440, -2.352], [0.131, -0.039, -0.689], [2.286, 0.755, -0.795], [2.867, -0.426, -1.881], [2.426, -2.044, 0.364], [3.329, -1.460, 2.222], [5.007, 0.583, 1.680], [3.507, 1.404, 1.028], [2.978, 2.135, 3.172], [3.280, 0.453, 3.806], [4.717, 1.574, 3.573]], "atomic_forces_ev_per_a": [[1.2, -0.4, -2.1], [0.4, 0.3, -1.5], [0.0, -0.7, -2.0], [0.3, 2.1, 3.2], [1.4, -0.5, -2.3], [-0.3, 1.1, 0.2], [0.1, 0.0, -0.3], [-1.4, 0.5, -0.7], [0.4, 1.1, -1.3], [-0.2, -1.5, 0.0], [0.1, 1.6, 0.7], [-0.8, -3.7, -1.7], [0.5, 0.8, 0.4], [0.0, 0.8, -0.7], [0.6, -1.1, -1.2], [-0.5, 0.1, 0.1], [-0.3, -0.3, -0.1], [-0.2, -0.2, 1.8], [0.0, 0.5, 0.3], [-0.4, 0.6, 0.0], [-1.2, -0.9, 0.8], [-0.1, -1.6, 0.7], [-0.2, -0.5, -0.6], [0.6, 0.2, 0.9], [-0.2, -0.2, 1.1], [-0.1, 0.5, 0.2], [-0.3, -0.1, 0.3], [1.1, 0.7, 0.5], [0.1, -0.3, -0.3], [-1.3, -0.5, 0.6], [1.1, -0.7, 0.5], [0.3, -0.1, 0.4], [0.1, -0.1, -0.2], [0.0, 3.0, 0.6], [-0.1, -0.3, 1.6], [-0.4, -0.8, -0.5], [0.2, 0.4, 0.2], [-1.1, 0.2, -0.4], [0.5, -0.1, 0.3], [0.8, -0.8, 0.4], [0.3, 0.7, 0.2], [-1.1, 0.1, 0.2]], "lumo_ev": 0.9, "smiles": "CC/C=C\\CCOC(C)OCC/C=C\\CC", "e_above_lowest_kcal_mol": 33.1, "total_energy_ev": -19031.52386, "homo_lumo_gap_ev": 9.762, "charge": 0, "homo_ev": -8.897}